Record 1
Below is the molecule C3H4Cl2O in a non-equilibrium geometry, with properties calculated with wB97M-V/def2-TZVPD.

The value obtained for the HOMO energy is -9.761 eV. Its SMILES is OCC=C(Cl)Cl. The energy relative to the best compared isomer or geometry (same formula, charge and spin) is 238.6 kJ/mol. As for the molecular weight: 127.0 g mol⁻¹. Its orbital gap is 10.22 eV.

Geometry (Å):
C -0.02703 -0.39615 0.09946
H 0.79900 0.43211 -1.48774
Cl 1.29898 -1.55212 -0.25000
O 0.04272 2.86503 -1.21677
C -0.79648 1.88088 -0.78094
C -0.08351 0.58423 -0.76506
H -1.69010 2.10325 -1.40579
Cl -0.90327 -0.98321 1.50539
H -1.22697 1.91747 0.22918
H 0.49133 3.31380 -0.26392

Record 2
Below is the molecule C4H6O2, with properties calculated with wB97M-V/def2-TZVPD.

The value obtained for the HOMO energy is -9.880 eV. Its SMILES is O=C[C@@H]1C[C@@H]1O. The energy relative to the best compared isomer or geometry (same formula, charge and spin) is 175.6 kJ/mol. As for the molecular weight: 86.1 g mol⁻¹. Its orbital gap is 10.64 eV.

Geometry (Å):
C 1.18733 0.19671 1.26435
O -1.57497 0.82286 0.38448
H 0.45702 -0.61728 -1.99161
C 0.26200 -0.01628 -1.10965
C 0.43773 -0.61993 0.25483
H 1.12283 -0.13940 2.31859
C -0.93354 -0.24788 -0.23489
H -1.58535 -1.09334 -0.46406
O 1.87318 1.14788 0.97378
H 0.60720 -1.69169 0.34392
H 0.59474 1.01721 -1.16451
H -2.29661 1.10780 -0.19150

Record 3
Below is a cluster of 2 separate species, C2H8N4 in total in a non-equilibrium geometry, with properties calculated with wB97M-V/def2-TZVPD.

The value obtained for the HOMO energy is -8.952 eV. Its SMILES is C1CNN=N1.N. The energy relative to the best compared isomer or geometry (same formula, charge and spin) is 236.0 kJ/mol. As for the molecular weight: 88.1 g mol⁻¹. Its orbital gap is 9.88 eV.

Geometry (Å):
H 2.32282 1.29829 1.18225
H 3.07488 0.07543 1.79695
H -1.81559 0.82186 0.93854
N -0.57575 -0.61066 -1.51832
H -2.55598 -1.06177 -1.23137
N 3.13729 1.00067 1.60818
N -0.08468 -0.43711 0.52201
H -2.31740 0.62772 -1.66138
C -1.85616 -0.21187 -1.07331
H -1.87363 -0.93335 1.04286
H -0.32051 -0.78708 -2.50967
C -1.47294 -0.12876 0.45188
H 4.00804 1.12565 1.01271
N 0.32962 -0.77901 -0.56135

Record 4
Below is a structure of composition C12H24ClIMgO8 in a non-equilibrium geometry, with properties calculated with wB97M-V/def2-TZVPD.

The value obtained for the HOMO energy (spin up / spin down) is -11.881 / -11.817 eV. The net charge is +1. As for the molecular weight: 483.0 g mol⁻¹. Its orbital gap (spin up / spin down) is 9.77 / 5.26 eV. As for the multiplicity: 2.

Geometry (Å):
C -4.45852 25.54676 -16.11717
H -9.51224 24.90027 -19.09694
H -12.33144 20.77443 -15.86584
C -8.51832 20.05338 -13.52022
H -11.27041 21.88521 -15.06310
I -4.77649 21.39732 -14.15595
H -8.45624 17.97399 -13.46515
H -3.87883 24.81381 -15.55605
Mg -7.25125 22.21123 -15.27605
H -6.90771 18.64581 -13.39637
H -5.45573 25.21736 -20.20815
O -8.87759 22.29148 -16.54204
H -8.22668 24.23462 -18.14422
H -5.40443 25.68689 -15.59398
C -7.90954 18.78949 -12.99166
H -7.34700 17.88895 -16.58632
O -4.83100 25.12380 -17.43229
C -9.91413 22.32308 -17.24404
H -3.98620 26.52529 -16.20361
O -8.13649 20.66883 -14.49665
C -6.55502 19.65638 -17.49463
C -4.96984 24.26519 -19.99510
H -3.92281 24.51070 -19.81742
H -9.38857 20.85285 -11.73348
H -10.09520 21.48280 -13.28950
H -5.91345 19.96125 -19.51170
Cl -8.06274 23.83953 -13.91061
H -7.81160 18.63620 -11.91695
O -10.02913 23.02388 -18.32617
C -5.58101 23.99737 -17.57011
C -11.29603 21.11341 -15.83236
H -8.49492 18.84103 -17.50333
H -5.01402 23.64857 -20.89283
C -7.46630 18.48055 -17.49399
O -5.63353 23.59930 -18.91572
C -5.46352 19.75741 -18.54005
O -11.06678 21.78286 -17.03076
C -9.02165 23.96190 -18.83830
C -9.72583 20.61540 -12.74243
H -4.81872 20.59398 -18.27082
H -8.54912 23.51321 -19.71208
O -6.76815 20.57074 -16.74810
H -4.83162 18.86979 -18.50951
H -10.61516 20.29643 -15.59349
O -6.17483 23.30213 -16.68003
H -7.23857 17.98042 -18.43532
H -10.65474 20.04648 -12.78182

Record 5
Below is a structure of composition C31H27Cl36F9N2O5S in a non-equilibrium geometry, with properties calculated with wB97M-V/def2-TZVPD.

The value obtained for the HOMO energy is -5.655 eV. The energy relative to the best compared isomer or geometry (same formula, charge and spin) is 721.4 kJ/mol. As for the molecular weight: 1986.9 g mol⁻¹. Its orbital gap is 5.56 eV.

Geometry (Å):
H 1.46471 -1.18676 -3.88684
Cl -4.12229 -6.11020 -0.97619
Cl -6.82968 4.85614 -1.25179
H 4.56336 2.04329 -0.06081
H -0.03565 -1.89064 5.30737
H -0.21533 0.19707 1.30326
H 3.10063 -0.46637 -1.33477
H 3.79964 2.68935 -2.87512
Cl -1.68882 6.70537 3.19717
C 3.39812 -6.16202 7.28826
Cl -11.00230 -1.57676 -0.76074
F 3.33669 2.28589 7.23804
Cl -8.73708 -4.89235 -3.13587
H 4.75466 5.74311 -1.63690
Cl -9.31110 0.72138 -1.16443
Cl -5.82191 -4.28990 -0.59177
H 2.30037 -0.59100 2.64791
Cl 8.71230 -1.02335 -8.61367
C 7.13904 -2.32681 -3.23412
C 1.77330 0.72756 0.63058
C 3.42763 0.41934 -1.87153
O 3.12591 2.04449 2.24154
F 2.30418 1.14730 5.24985
H 0.79841 3.54473 -1.06095
H -4.78738 3.07931 -1.58316
O 0.60052 -0.58849 3.86173
C 0.60113 2.73726 -0.36631
N 3.55600 2.03668 -0.04223
O -3.10966 1.50307 -2.29422
C 2.82070 1.68423 -1.26409
C -2.80279 2.55404 -1.78333
O -1.42653 2.85484 -1.64991
C 0.23162 -0.41065 -1.42353
Cl -7.14317 -3.79052 1.92689
Cl -2.26430 -3.96036 -0.54085
C 1.40001 1.46081 -0.65272
F 0.40139 0.78911 6.30434
H 3.03964 -1.71049 -4.44521
Cl -7.83093 -2.22590 -0.39739
C -7.69565 4.82350 -2.79480
C -10.98021 0.13932 -1.17672
C -1.71767 6.24397 1.49424
F 4.80798 0.46913 -1.73667
Cl -8.59995 -4.99898 -0.25348
Cl 6.72381 -1.03551 -4.36355
H 2.30841 1.06550 8.46877
H 2.69303 4.99383 -2.23580
Cl 1.76755 -6.70098 7.70733
Cl -11.66704 0.35951 -2.78994
O -1.54045 1.87777 0.36239
F 1.51495 -1.25371 7.69763
C 1.73966 0.70985 6.38436
F 3.47665 -0.65953 7.01556
C -7.34794 -3.82370 0.17252
F 3.19350 -1.53045 4.68357
C 0.80820 -1.72449 4.64659
C 2.90163 1.66932 1.11511
H 0.97098 -1.56986 2.06283
C 3.15940 4.26759 -1.56894
C 2.51983 -1.21725 -3.63009
Cl -0.35072 6.98757 0.65456
H 5.09157 4.38972 -0.52240
C -8.19754 -6.42517 -2.44437
Cl 8.06140 -3.53776 -9.87172
H 0.85825 -2.60495 3.99898
Cl 3.70982 -4.59535 8.03671
Cl 7.43626 -3.10583 -7.08452
Cl -3.22858 6.79565 0.75980
H 4.03555 0.24076 -3.89423
N 0.58229 0.73736 -1.68811
Cl 3.53596 -6.01823 5.53223
C -2.60911 -5.38561 -1.52865
C 4.63229 4.68135 -1.45979
C 7.54189 -2.34589 -8.67477
Cl -8.24679 6.45569 -3.18142
H 2.26706 -0.23548 0.51830
H 2.59839 -1.86581 -2.76040
Cl -1.29338 -6.55320 -1.36487
Cl 5.95675 -1.70709 -9.12886
C -3.83962 3.53819 -1.35852
S -0.58941 -1.68564 -1.00613
Cl 8.13925 -1.66671 -1.93885
Cl 5.65911 -3.00647 -2.55065
H 0.53435 1.40116 2.31831
Cl -2.76425 -4.90132 -3.21904
H 2.38561 0.89798 -3.74656
Cl -6.61330 4.24876 -4.06915
C 3.09848 0.18670 -3.35169
H -3.77991 4.45907 -1.93471
Cl -1.59402 4.48316 1.35414
Cl -11.92673 1.05859 -0.00316
C 2.20802 1.64976 7.55589
Cl -9.06915 3.72390 -2.67696
Cl 4.57608 -7.34276 7.87372
H 5.17846 4.18607 -2.26082
Cl -7.63190 -6.15570 -0.79216
F 1.24760 2.57764 7.75565
F 2.21512 -2.96320 5.97969
Cl -9.54254 -7.57081 -2.42673
C 2.16792 -0.73782 6.64504
H 2.07914 2.89727 -2.87372
C 2.10229 -1.72100 5.43947
Cl -6.87773 -7.07996 -3.41965
C -0.87485 2.43612 -0.48052
C 1.21045 -0.64472 2.59951
C 0.73069 0.51212 1.72721
H -3.75355 3.81457 -0.31544
Cl 8.03669 -3.61131 -4.06729
H 2.63625 4.37284 -0.62773
C 2.95401 2.89936 -2.22429
H 0.75837 3.10983 0.63928

Record 6
Below is a cluster of 13 separate species, C56H88F18O33 in total in a non-equilibrium geometry, with properties calculated with wB97M-V/def2-TZVPD.

The value obtained for the HOMO energy is -9.467 eV. The energy relative to the best compared isomer or geometry (same formula, charge and spin) is 0.0 kJ/mol. As for the molecular weight: 1631.3 g mol⁻¹. Its orbital gap is 9.73 eV.

Geometry (Å):
C -10.66943 -10.24174 -1.25710
H -16.85585 -10.95291 -12.29269
H -14.66372 -6.11872 -4.87840
C -16.18266 -13.27976 -8.71776
C -16.90859 -15.85086 -6.17000
C -18.17572 -13.66104 -2.90563
F -25.12124 -11.05738 -6.77447
H -18.78318 -15.52440 -10.33586
H -18.15180 -7.25447 -4.73718
H -19.53281 -10.61110 -7.95165
C -11.69083 -15.12985 -1.80343
H -23.56255 -15.30481 -15.89689
C -15.73439 -6.28563 -5.01935
H -13.19242 -13.27936 -12.99528
O -13.52736 -15.63881 -12.93737
H -22.12140 -15.89583 -14.98676
H -17.24451 -9.78990 -7.93516
H -15.83533 -11.66074 -4.96142
F -15.22109 -14.15791 -8.84921
H -12.26259 -15.96146 -8.49672
H -17.38927 -17.89768 -5.60955
H -12.17822 -20.42970 -8.14921
F -21.81732 -18.02303 -7.47232
O -17.20093 -11.85919 -7.06539
C -22.94210 -15.17300 -15.00598
C -12.37380 -9.71196 -6.42883
C -17.83694 -16.90300 -5.62047
H -19.53687 -17.17000 -10.05185
H -14.31903 -15.29795 1.66664
H -10.33232 -8.91710 -6.66317
H -12.37324 -15.07295 -6.11549
C -23.04135 -12.04158 -6.35861
H -13.89480 -16.34456 -9.15775
C -10.45577 -20.34631 -6.84487
H -15.79665 -6.85701 -5.94516
H -17.03370 -12.69248 -12.40281
C -22.59446 -15.95507 -10.46862
C -20.04876 -9.71355 -8.29749
H -18.62692 -15.30602 1.76471
C -19.27587 -13.57174 -1.81148
O -15.41572 -13.05272 -6.47080
H -13.34467 -11.99155 -5.19302
H -11.04602 -8.48630 -5.16703
C -13.70504 -9.32642 -5.78912
O -19.02054 -14.24866 -0.70036
C -13.95931 -9.62432 -8.02260
F -16.06602 -12.23757 -9.57486
F -10.54235 -14.47504 -1.81669
H -13.93517 -13.61192 1.29489
H -18.67999 -16.82951 -11.47949
C -13.14927 -16.60254 -8.40389
O -20.29145 -17.85232 -4.91469
C -16.31359 -12.62282 -7.32663
H -9.49299 -21.20628 -4.66518
F -11.46125 -16.35482 -1.31101
C -19.63841 -12.58507 -12.96370
C -21.34259 -16.92395 -6.86430
C -17.56244 -9.21960 -8.80735
C -16.39487 -9.14114 -3.27598
O -13.65024 -16.29707 -7.12887
H -10.14698 -21.36361 -7.10058
H -20.65124 -13.93086 -8.88378
C -10.41399 -20.63932 -4.51337
O -15.54739 -8.14244 -3.53821
H -20.16757 -15.34298 2.22741
O -23.37062 -12.64833 -5.37651
H -20.70799 -13.20403 -5.85261
C -14.25712 -14.56122 0.86749
H -24.95689 -16.76342 -12.99732
H -23.06975 -12.98644 -14.87498
H -17.85189 -11.75859 -11.07591
H -25.31329 -16.41315 -14.67542
C -20.15051 -17.32219 -5.98138
C -14.56003 -15.24995 -12.47487
O -18.96906 -16.98572 -6.49163
H -12.05562 -12.41830 -10.92817
C -20.65549 -12.42111 -14.03922
C -22.35347 -13.76932 -15.13336
H -12.57899 -14.05911 -10.56476
H -19.61111 -14.53611 -7.60526
F -16.92056 -13.55821 -2.44314
F -12.04636 -15.26959 -3.09031
C -19.60633 -15.38770 1.28676
H -20.72484 -9.93826 -9.11915
O -12.63541 -9.80649 -7.81217
H -13.21231 -8.20490 -2.47959
O -14.64356 -9.48715 -6.84072
C -17.72962 -7.39066 -3.74272
H -16.39063 -14.04253 1.07915
C -15.67450 -14.39545 0.33455
H -16.20182 -5.30862 -5.15134
H -13.70109 -8.26698 -5.52965
F -21.01285 -16.00458 -7.75568
C -21.13662 -13.42644 -6.83223
O -10.78910 -12.42814 -3.90621
H -16.42310 -16.27515 -7.05015
H -13.42265 -12.66022 -9.95347
C -20.55950 -15.90994 -11.53652
H -13.88534 -9.92771 -4.90008
O -20.40329 -7.40545 -5.80402
H -16.05782 -15.38343 0.06753
H -18.16331 -16.65182 -4.61063
C -23.81384 -10.82980 -6.81366
O -14.79954 -14.02748 -12.00528
H -9.56328 -19.72784 -6.70458
C -17.55288 -11.77344 -12.12446
F -23.48388 -10.40591 -8.04001
C -13.74521 -13.04812 -12.08497
H -11.61154 -7.64960 -6.56240
O -18.70466 -11.52989 -12.92258
C -12.79689 -14.38037 -1.02154
O -21.47548 -15.25117 -10.65078
C -15.36950 -12.63449 -5.12671
H -20.15883 -12.58839 -11.99672
H -21.26644 -11.57800 -13.69748
C -21.41252 -17.10405 -12.00812
O -21.95617 -12.27714 -7.08432
H -20.24522 -15.31104 -12.38894
C -11.30593 -19.79492 -7.98254
H -11.79832 -16.75421 -6.23416
H -16.86437 -8.42910 -9.07492
O -16.04288 -10.25480 -2.99523
F -23.49358 -9.81554 -5.99056
H -19.87192 -16.36525 0.89113
O -23.45200 -15.63725 -9.70105
O -11.21227 -20.29278 -5.64622
H -12.98205 -8.79376 -0.85312
H -16.02830 -13.29559 -4.55741
F -18.29111 -14.82276 -3.53858
O -22.56809 -17.10080 -11.17871
O -17.66917 -8.72077 -3.23750
H -13.57304 -9.94549 -2.05142
O -20.28268 -12.96286 -2.02249
H -14.24424 -12.08699 -12.20314
C -11.50976 -9.50172 -2.29200
H -20.12800 -12.01538 -14.91152
H -11.03104 -21.20880 -3.81981
C -24.49877 -16.52942 -13.95887
H -13.66621 -18.62185 -8.46197
H -19.13297 -13.55408 -13.04124
O -21.21135 -13.69390 -14.27196
C -12.93208 -13.06406 -10.83910
H -11.85055 -10.59269 -6.05339
H -12.61181 -18.19770 -9.74289
H -20.85305 -18.01740 -11.80944
H -18.19980 -6.79192 -2.96486
O -13.41201 -15.17899 -0.10490
O -11.64609 -10.39668 -3.37573
C -13.96044 -12.65012 -4.57698
H -21.85148 -17.00518 -12.99950
C -11.28813 -8.63541 -6.22251
O -12.99336 -13.20272 -1.10606
H -10.63248 -19.80906 -8.84637
H -19.91641 -13.28354 0.94370
H -23.89636 -17.42015 -14.15979
H -17.48147 -14.96853 -6.45704
F -22.34928 -16.44999 -6.12590
H -11.26344 -10.54007 -0.39352
C -15.79290 -16.17414 -12.33774
C -20.14753 -13.65447 -7.95719
F -16.83097 -15.39901 -11.97798
H -13.13127 -16.32124 -5.12126
C -12.92534 -9.08228 -1.90478
C -12.67298 -16.12414 -6.08690
C -19.92171 -14.22427 0.39212
F -17.35412 -13.84688 -9.07073
O -14.49886 -9.64902 -9.07876
H -13.45772 -13.61283 -4.67009
H -16.11599 -15.58557 -5.47195
C -18.95737 -8.67465 -8.64146
F -15.60996 -17.06373 -11.36064
H -19.14521 -8.06614 -9.52916
H -16.11367 -6.29712 -2.85948
O -20.72007 -9.11813 -7.20945
C -20.07513 -8.02690 -6.77362
C -12.75413 -18.04406 -8.66727
H -10.10960 -19.69996 -4.04468
F -18.32195 -12.67740 -3.80415
O -18.96616 -7.83195 -7.48326
H -20.95857 -14.36898 0.08092
H -19.57611 -12.74383 -8.12002
C -19.34633 -16.35642 -10.75288
C -16.27001 -6.90936 -3.74854
H -10.90014 -8.63404 -2.55475
H -13.92413 -12.29269 -3.54967
C -10.90523 -11.48691 -3.19234
O -11.70120 -18.43632 -7.82477
H -21.75597 -14.32251 -6.74896
H -9.79622 -9.63234 -1.03619
O -10.28303 -11.42663 -1.96586
H -15.81438 -13.76208 -0.53695
F -16.06645 -16.86439 -13.43508
H -17.53957 -9.91987 -9.64660
O -23.69613 -15.35175 -13.81144
H -22.08344 -13.59913 -16.17938